(1)
64
Properties=species:S:1:pos:R:3:forces:R:3:lowdin_charge:R:1 method="wB97M-V/def2-TZVPD" gap_ev=4.89 charge=+2 homo_energy_ev=-13.58 e_tot_ha=-4654.13948 largest_force_ev_per_a=0.5 lumo_energy_ev=-8.69
O -0.68622 -1.63408 1.35831 0.092 -0.063 0.079 -0.506
H 5.87923 1.83449 -0.40909 0.003 0.004 0.003 0.137
C -5.56880 3.03258 -2.06452 -0.008 -0.021 0.002 -0.036
O -3.90177 -0.88171 -2.01429 -0.023 -0.012 0.007 0.188
H -3.74298 3.01907 0.40834 -0.002 -0.006 0.002 0.092
H -2.61788 4.63484 -2.54774 -0.003 -0.002 0.000 0.117
H -5.78304 0.91663 -1.73799 0.000 -0.001 0.001 0.134
C -3.72632 1.49972 -1.92030 -0.003 -0.004 0.002 -0.184
C 1.20108 -6.36011 -1.70083 -0.004 0.013 0.004 0.018
C -1.21311 0.46397 -0.31407 -0.003 0.019 -0.066 -0.655
Se -0.53132 -1.28914 3.00478 -0.133 0.142 -0.045 0.993
H 5.06879 3.72391 3.34600 0.004 0.000 -0.006 0.134
C -2.82767 2.54099 -2.15130 -0.010 -0.004 0.008 -0.034
C -3.64218 2.53716 1.38185 -0.014 0.008 -0.001 -0.210
H -2.68230 2.91322 3.29823 -0.002 -0.002 0.001 0.085
W 1.40128 -0.96641 1.27792 -0.156 -0.173 0.427 1.693
C -3.30598 3.82590 -2.34360 0.008 0.000 0.002 -0.053
O 1.48522 -2.66162 0.42246 0.179 -0.031 0.033 -0.222
H -1.42819 -0.84708 -1.80437 0.006 0.006 -0.010 0.155
O 1.06687 -1.95859 2.98719 -0.012 0.098 -0.069 -0.446
N 3.18771 -2.02046 -0.87790 -0.040 -0.065 -0.001 0.122
C -3.09038 1.13210 1.20208 0.009 0.019 -0.003 -0.117
H 3.24750 2.10684 3.82378 0.000 0.005 0.000 0.143
C 3.81128 2.06697 2.90255 0.031 -0.009 -0.008 0.047
O -1.61247 -1.67584 4.07400 0.052 -0.030 -0.008 -0.277
C 5.30725 1.91425 0.50640 -0.023 -0.026 -0.001 0.023
C 1.21150 -5.15485 -0.99908 0.017 -0.015 0.028 -0.231
C -2.79775 3.38922 2.32208 0.013 -0.004 0.001 -0.081
H 4.00661 -5.97806 -3.57260 -0.004 -0.002 0.001 0.117
H -1.80230 3.58789 1.91514 -0.011 0.005 -0.006 0.071
H 0.29114 -4.16159 0.37353 -0.004 -0.083 -0.057 0.084
H -5.04302 5.07675 -2.43714 0.000 -0.003 -0.001 0.121
C -3.28826 0.10498 -1.76119 0.002 -0.017 -0.009 -0.360
C -5.10028 1.74205 -1.89223 0.005 0.017 -0.003 0.002
N 3.05297 -0.99114 0.02017 0.111 0.169 -0.117 -0.188
S 0.56974 0.32313 -0.49876 0.023 0.075 0.102 0.833
H 2.16683 -7.58806 -3.14026 -0.001 -0.002 0.005 0.124
H 6.36969 3.59921 1.25448 -0.002 0.000 0.001 0.130
C 2.25086 -4.23105 -1.24091 -0.048 0.018 -0.059 -0.085
O 0.19120 -4.97083 -0.14204 -0.012 0.063 0.042 0.110
C 4.83116 2.95540 2.62181 -0.008 0.006 0.025 0.018
C 3.52669 1.09671 1.95626 0.083 -0.119 0.015 -0.245
H 0.39770 -7.05542 -1.50141 -0.001 0.001 0.002 0.135
C 4.02490 -0.08107 -0.10559 -0.056 -0.051 0.039 0.037
H -6.63177 3.22884 -2.03738 0.002 0.000 0.001 0.121
C 3.25493 -4.54997 -2.18549 -0.017 0.008 0.003 -0.011
C 2.19175 -6.64482 -2.61081 -0.004 -0.004 -0.009 -0.021
H 4.69662 -0.26230 -0.93863 0.005 -0.003 0.001 0.163
H -3.26629 4.35802 2.48363 -0.003 -0.002 0.001 0.087
H -3.02869 0.62946 2.17246 0.003 0.004 -0.009 0.133
H 4.04873 -3.83675 -2.35750 0.000 0.003 0.002 0.118
H -3.71270 0.52055 0.55644 0.000 0.007 -0.001 0.121
C 2.33739 -2.95693 -0.58998 0.027 0.065 0.001 -0.306
N -1.70458 1.14261 0.67713 -0.009 -0.066 0.088 0.080
O 0.03102 0.25852 2.74945 0.024 -0.172 -0.119 -0.475
H -4.64958 2.42333 1.78638 -0.002 0.011 -0.006 0.130
H -1.76393 2.35068 -2.22525 0.001 -0.003 0.006 0.113
C 5.57630 2.88650 1.42901 0.010 0.007 -0.007 -0.015
C 3.23110 -5.73816 -2.85984 0.012 -0.007 -0.009 -0.052
C 4.25984 0.99199 0.75429 0.001 0.008 0.012 -0.124
O 2.56051 0.20203 2.17122 -0.148 0.113 -0.246 -0.206
C -4.67291 4.07083 -2.28983 0.008 0.019 0.002 -0.040
N -1.89012 -0.09499 -1.30743 0.026 0.031 -0.012 0.141
H -1.02262 1.48972 1.34199 0.006 0.057 -0.059 0.109



(2)
65
Properties=species:S:1:pos:R:3:forces:R:3:lowdin_charge:R:1 method="wB97M-V/def2-TZVPD" gap_ev="6.78 / 6.78" charge=+2 homo_energy_ev="-13.49 / -13.49" e_tot_ha=-2058.89174 largest_force_ev_per_a=1.5 lumo_energy_ev="-6.71 / -6.71"
O 1.16683 1.65285 -0.04852 0.160 0.024 0.098 -0.074
C -2.00441 3.88797 -2.74161 0.035 0.046 0.018 0.006
H 1.49168 -0.74870 2.85356 0.093 -0.006 0.109 0.087
C -2.55365 -2.54920 -2.68267 0.028 0.024 -0.050 0.040
C -3.26575 -1.71449 -3.52834 0.067 0.043 0.043 0.016
N -1.58167 -0.66542 -1.62040 -0.323 -0.084 -0.202 0.020
N 3.51525 3.11711 -0.48901 -0.071 0.100 -0.049 -0.341
C 2.70992 4.68962 1.14513 -0.027 -0.048 -0.005 0.097
H -3.93788 -2.13068 -4.26570 -0.018 0.001 0.008 0.135
C 1.37910 2.62294 0.70957 0.068 -0.083 0.059 -0.338
H -1.65301 5.16888 -1.04665 0.027 0.000 0.005 0.130
C -2.24842 0.15180 -2.45158 0.200 0.077 -0.123 -0.165
H -2.67005 -3.61974 -2.75130 0.008 -0.011 0.007 0.125
H 2.82370 1.82639 3.05431 -0.048 0.037 0.042 0.122
C -0.95185 -2.74145 -0.72774 -0.007 -0.008 -0.012 -0.179
C 3.03225 -0.39823 1.50624 0.002 0.018 0.094 -0.191
O 1.37476 6.47646 3.90429 -0.056 0.016 0.056 0.103
C 3.73179 0.27864 4.21800 -0.035 0.066 0.064 -0.083
C 4.26037 -1.01582 2.16756 -0.011 0.020 -0.088 -0.079
C -1.73198 4.15555 -1.41305 -0.075 0.022 -0.005 0.008
N 4.78006 -0.02646 3.17990 -0.049 -0.040 -0.006 0.067
O 3.84041 3.91063 -1.33386 -0.026 0.031 -0.099 0.143
O -0.71997 1.07877 1.89935 0.036 -0.209 -0.062 -0.085
H 1.74234 1.08308 4.23186 0.009 0.005 -0.006 0.141
H 0.92852 -4.41299 2.11859 0.016 -0.001 0.006 0.124
C 2.49090 3.52326 0.48165 0.069 -0.093 0.104 -0.064
H -3.67747 0.34035 -4.02985 0.025 -0.003 -0.034 0.134
H 5.01894 0.83849 2.68431 0.058 -0.016 0.035 0.185
O 4.01531 2.01375 -0.33260 0.042 -0.052 0.040 0.059
H 4.15761 0.96343 4.94972 0.036 0.020 -0.042 0.142
H -2.38838 2.31483 -4.16067 -0.049 -0.017 0.005 0.131
O 3.02334 6.94567 2.59343 0.057 0.034 -0.015 0.105
C -2.00792 1.57367 -2.19036 -0.176 -0.045 0.117 -0.187
C -0.87675 -4.12434 -0.71257 0.008 0.082 0.024 0.031
H 4.03617 -1.93232 2.71367 0.023 0.014 0.020 0.136
H 3.54534 5.33034 0.89470 -0.011 0.011 -0.007 0.148
C 1.84740 5.02776 2.19356 -0.002 -0.033 0.081 -0.127
H 3.49343 -0.66358 4.71131 0.032 -0.006 -0.014 0.139
N 2.09997 6.25290 2.96098 -0.013 -0.012 -0.054 -0.358
C 2.52283 0.87126 3.50151 0.160 0.009 -0.154 -0.176
C -1.54240 3.10070 -0.53764 -0.170 -0.107 0.045 -0.067
C 0.82030 4.20683 2.56058 0.051 0.024 -0.090 0.084
C 0.31105 -2.59760 1.17915 -0.015 -0.013 0.097 -0.094
C 0.59144 3.02223 1.85148 -0.017 -0.025 0.136 -0.119
N -0.48853 2.21748 2.35985 0.157 -0.036 0.089 -0.327
C -1.71817 -1.99223 -1.72865 0.091 -0.117 0.018 -0.166
C -3.11477 -0.34209 -3.40983 0.094 -0.042 -0.040 0.043
H 2.62242 -1.10009 0.78025 0.028 0.003 -0.001 0.122
C 0.40184 -3.97261 1.28487 -0.038 -0.042 -0.074 -0.009
H 3.34261 0.48322 0.94134 -0.039 -0.039 -0.082 0.089
H -2.10256 4.68985 -3.46020 -0.021 0.008 0.003 0.133
H -1.34730 -4.70760 -1.48921 -0.045 0.019 -0.005 0.124
C -2.16364 2.56795 -3.13455 -0.076 -0.052 0.085 0.030
N -0.34133 -1.97107 0.20083 0.190 0.206 0.214 0.033
O -1.15846 2.63923 3.27065 0.012 -0.023 0.033 0.126
H 5.05367 -1.20613 1.44615 0.010 0.003 0.020 0.143
H -1.33168 3.29661 0.49681 0.085 0.013 0.022 0.106
H 0.76945 -1.97702 1.92334 -0.061 0.099 -0.002 0.082
H -0.13818 -5.83399 0.35133 0.014 -0.005 -0.004 0.132
C -0.19342 -4.75498 0.31142 0.038 0.006 0.060 0.000
N 2.00353 0.01862 2.44280 0.193 0.071 0.389 -0.050
H 5.63629 -0.36888 3.61793 -0.015 0.004 -0.007 0.188
H 0.19210 4.47438 3.39765 0.009 -0.002 0.000 0.140
N -1.64628 1.82308 -0.90936 0.612 0.298 -0.314 0.035
Pd -0.66823 0.14617 -0.09123 -1.349 -0.185 -0.599 1.092



(3)
55
Properties=species:S:1:pos:R:3:forces:R:3:lowdin_charge:R:1 method="wB97M-V/def2-TZVPD" gap_ev=4.96 charge=0 homo_energy_ev=-6.62 e_tot_ha=-1418.32289 largest_force_ev_per_a=2.0 lumo_energy_ev=-1.66
H -0.31001 0.41942 2.94949 -0.286 -0.001 -0.047 0.101
C -3.63689 -1.70175 -1.94533 0.428 -0.497 -0.909 -0.413
C 6.41553 0.56874 2.87638 0.072 0.106 -0.102 -0.082
C 5.42339 -0.25137 2.34295 -0.039 0.046 -0.473 -0.010
H -5.81916 -3.37401 -0.93580 -0.033 0.146 -0.357 0.095
H -5.15808 1.29976 2.37165 0.192 -0.089 0.086 0.105
O 4.30075 -1.13721 0.38096 -0.107 0.157 0.340 -0.009
H -1.57276 0.75672 -0.60187 0.586 0.353 0.856 0.077
C 1.15240 0.52960 -0.53641 -0.379 -0.108 0.261 -0.007
O -4.87351 -1.59216 -1.41724 0.291 -0.253 -0.134 -0.033
H -4.17789 2.26943 -3.03903 0.109 0.214 0.133 0.095
C -2.78989 -0.44076 -1.85372 1.155 -1.421 -0.509 -0.127
H 0.01631 -1.05300 -4.58209 0.198 0.142 0.136 0.106
H -3.14171 2.32364 -1.57224 0.127 0.057 -0.256 0.090
C 2.08515 -1.29970 1.36143 0.042 0.403 -0.344 0.018
C 7.26663 1.29613 2.03243 -0.156 -0.298 0.002 -0.092
C -1.94884 0.47771 1.49591 -0.908 0.294 1.181 -0.189
C -3.55489 0.94835 3.78915 0.083 0.050 -0.224 -0.083
H 6.11190 0.17065 -0.99009 -0.023 0.044 0.416 0.121
C -1.19054 0.26911 0.29924 -0.090 1.152 -0.865 0.050
H 2.47710 -1.98044 2.11236 -0.145 -0.006 -0.199 0.121
C 5.31544 -0.34833 0.95287 -0.430 0.127 -0.211 -0.244
O -1.10311 0.23488 -3.42006 -0.120 -0.273 0.314 -0.056
C -1.38448 0.51386 2.81439 -0.307 -0.262 -0.615 -0.030
H -6.79820 -2.16511 -1.84113 0.288 -0.063 0.109 0.090
H 0.92037 -0.12888 -3.32388 0.013 -0.144 -0.323 0.082
O -3.26920 -2.61608 -2.65449 -0.680 0.102 0.880 0.119
H 4.72271 -0.80973 2.97139 0.316 0.251 -0.199 0.118
H -5.55769 -3.13358 -2.70949 0.045 0.246 0.456 0.093
O -0.72708 -1.63462 -2.19202 -0.384 1.266 -0.379 0.103
O -3.58017 0.47463 -2.43391 -0.767 1.808 -0.101 -0.094
C 6.20377 0.30569 0.09084 -0.382 -0.031 0.320 -0.013
H 0.80440 1.30035 -1.22249 0.019 -0.232 -0.016 0.122
H 8.02640 1.94946 2.46514 -0.240 -0.190 -0.176 0.101
C 2.97002 -0.71372 0.44866 0.181 0.201 -0.172 -0.230
C -3.32829 0.80160 1.38747 0.480 -0.120 -0.005 -0.024
H 6.51358 0.63688 3.96210 0.019 0.072 -0.356 0.106
C 0.72991 -0.98090 1.29870 0.179 0.039 -0.285 -0.013
C -1.43636 -0.68950 -2.48996 -0.328 -1.302 0.911 -0.479
H 0.06466 -1.43199 2.02826 0.032 -0.100 -0.303 0.117
C 0.20602 -0.08130 0.33008 1.065 -0.701 0.126 -0.204
H 3.21188 0.71787 -1.15065 -0.106 -0.125 0.138 0.122
H -4.18004 1.10991 4.66731 0.155 -0.081 -0.225 0.101
C 0.12317 -0.09151 -4.07186 0.179 0.004 -0.045 -0.037
C 2.50897 0.23523 -0.47518 -0.172 -0.306 0.249 0.016
H -2.42434 2.01901 -3.24096 -0.079 0.150 0.387 0.084
C -3.27581 1.88235 -2.56848 -0.169 -0.883 0.023 -0.021
C -4.10856 1.04369 2.50331 0.163 0.014 0.299 -0.080
C -5.81717 -2.64470 -1.75812 0.259 0.092 0.103 -0.026
H 7.83726 1.70632 -0.01462 -0.237 -0.219 0.247 0.106
H -3.76118 0.84533 0.38846 -0.017 -0.187 0.204 0.105
C 7.15984 1.15339 0.64283 0.231 0.035 0.265 -0.085
H -1.74411 0.64411 4.93101 -0.086 0.117 -0.289 0.105
C -2.18639 0.69348 3.93509 -0.335 0.115 -0.239 -0.083
H 0.28879 0.70305 -4.78874 0.097 0.087 -0.085 0.092



(4)
57
Properties=species:S:1:pos:R:3:forces:R:3:lowdin_charge:R:1 method="wB97M-V/def2-TZVPD" gap_ev=3.09 charge=0 homo_energy_ev=-6.13 e_tot_ha=-6441.19941 largest_force_ev_per_a=6.2 lumo_energy_ev=-3.04
O 3.02398 -1.37642 4.31192 -0.408 0.255 -0.577 0.099
H 0.70898 0.89642 -0.72984 0.954 -0.470 -0.916 0.050
H 1.79128 -2.84096 1.35881 0.119 -0.217 -0.102 0.131
C -4.27713 1.50288 -3.45405 0.077 0.073 0.383 -0.105
H 1.93444 1.20240 2.87018 0.525 -0.226 -0.407 0.141
H 6.69884 -0.08064 -1.53405 -0.383 0.345 -0.015 0.078
H 0.97492 -0.88250 4.52591 0.443 -0.148 -0.254 0.138
H 2.77614 2.48301 -2.41655 -0.698 0.272 1.364 0.070
C -1.99362 -0.91331 0.74991 1.285 0.305 0.184 -0.156
H -3.30990 -0.36982 -3.02711 0.119 0.278 -0.095 0.128
Br -5.54850 3.93891 -4.13373 -0.069 0.113 0.104 0.818
O 3.64844 -2.18157 2.09751 -1.227 0.813 0.111 0.088
H -0.27755 0.13646 2.42780 -0.072 0.246 0.016 0.134
C -0.36079 -0.58477 0.40545 -3.177 -1.956 2.145 -0.169
H 5.55490 -1.10073 -0.64334 0.587 -0.332 -0.325 0.095
C -2.89948 0.13276 1.00311 0.084 0.145 -0.608 -0.057
C -3.39751 3.46631 -2.30355 -0.002 -0.310 0.117 -0.097
H 1.36927 -2.52756 3.89494 -0.292 0.169 -0.215 0.132
C 5.84155 -0.74728 -1.65462 0.614 -1.081 0.900 -0.048
C -2.28190 1.28207 -2.01494 -1.646 0.931 -0.671 -0.208
C -0.33882 0.70595 -0.39759 -2.366 0.149 -0.069 -0.164
O 3.38636 -0.65219 -2.12179 0.629 0.429 2.162 -0.143
C 2.25027 0.43139 -1.52181 4.596 1.805 -3.739 0.039
H 5.28054 2.03814 -1.46693 -0.792 -0.760 -1.024 0.113
C -2.43183 2.66875 -1.68708 0.261 0.069 -0.088 0.018
C 0.12467 -0.71764 1.87707 -0.228 0.594 0.538 -0.116
C 2.33607 -1.89980 1.40417 0.470 0.126 1.241 -0.036
H -0.70726 1.53717 0.22690 0.392 -0.088 -0.333 0.120
H -4.26231 -3.45348 1.09559 0.121 -0.143 -0.025 0.097
C -3.30179 0.70775 -2.86116 0.432 0.702 0.007 0.021
H 2.52382 0.73453 1.13826 -0.664 -0.045 1.197 0.132
C 1.63538 -1.46530 3.85765 0.252 0.435 -1.204 -0.035
O 3.80024 0.16626 2.62441 -0.704 -0.795 0.589 0.090
C -3.86845 -2.45492 0.98014 -0.052 0.476 0.309 -0.114
H 6.25271 -1.56522 -2.23866 -0.544 -0.347 -0.225 0.072
C 4.50637 1.32929 -1.85902 -0.252 -2.006 -0.891 -0.095
C 4.62541 -0.04680 -2.06514 -1.772 2.615 0.923 -0.406
H -1.78824 -3.05044 1.20204 -0.401 0.425 -0.714 0.127
C -4.78222 -1.39002 0.90226 1.256 0.495 -0.222 -0.689
H -0.41968 -1.55584 2.33350 0.087 -0.008 -0.391 0.119
C -4.28032 -0.07554 0.95727 -0.200 -0.959 0.160 -0.119
B 3.64500 -1.15999 3.07978 -0.114 0.194 -0.961 -0.753
Br -6.65359 -1.67668 0.72940 0.389 -0.039 0.079 0.724
H -1.20406 -0.52104 -1.97385 0.143 0.142 -0.060 0.149
H -4.97776 0.75088 0.92839 0.091 0.090 0.299 0.099
C -1.25504 0.47705 -1.53653 0.744 -0.230 1.546 0.072
H -2.53840 1.14867 1.23345 -0.163 -0.463 -0.654 0.124
H -0.04686 -1.45295 -0.17970 0.206 0.269 -0.137 0.141
H -3.45234 4.53734 -2.10952 0.072 -0.325 0.050 0.110
H -1.72670 3.11724 -0.96122 -0.486 -0.205 -0.643 0.132
C -4.32232 2.89102 -3.19733 1.072 -0.930 0.246 -0.683
H 2.48020 -1.48132 0.39682 0.228 -0.124 0.294 0.116
C 1.54431 -0.89371 2.31446 2.352 -0.282 0.182 -0.347
H -5.01997 1.06570 -4.11862 0.190 0.048 0.190 0.107
C -2.47924 -2.22004 0.96588 -0.352 0.235 -0.351 -0.032
C 3.07922 1.56004 -1.91007 -1.682 -0.699 1.272 -0.198
C 2.41024 0.43007 2.22482 -0.044 -0.055 -0.691 -0.058